A molecular structure, C7H10Br3ClNO3. Source: OMol25; level of theory: wB97M-V/def2-TZVPD.

Max |F| = 0.0082 hartree/bohr
E_tot = -8735.45209 Eh
Total charge = -1
2S+1 = 1
Orbital gap = 4.5 eV

Last column: Löwdin charge in e.
Geometry (Å):
O1 1.7821 -1.8913 0.2587  0.014
C1 1.1721 -1.0804 -0.3985  -0.544
O2 1.2332 -1.1030 -1.7442  0.094
C2 0.3205 0.0146 0.1733  -0.116
C3 -0.2283 1.0700 -0.7783  -0.208
C4 -1.3733 0.5751 -1.6809  -0.365
N1 -2.6512 0.7589 -1.0353  -0.133
C5 -3.4827 -0.3734 -1.1048  -0.396
C6 -2.9833 -1.5215 -0.1932  -0.680
O3 -2.9141 -1.5965 0.9777  0.023
Cl1 -2.2262 -2.9804 -1.1649  0.397
H1 1.6691 -1.9350 -1.9746  0.122
H2 0.9243 0.4620 0.9660  0.078
H3 -0.5179 -0.4823 0.6736  0.121
H4 -0.6825 1.8468 -0.1590  0.096
H5 0.5834 1.5376 -1.3470  0.097
H6 -1.2940 1.1445 -2.6325  0.087
H7 -1.1741 -0.4686 -1.9635  0.063
H8 -3.6628 -0.8248 -2.1044  0.077
H9 -4.4616 -0.1334 -0.6677  0.095
C7 3.9261 1.3787 3.2841  -1.652
Br1 5.7908 1.5112 3.7706  0.534
Br2 3.3217 2.9757 2.3971  0.563
Br3 3.5592 -0.1830 2.2413  0.665
H10 3.3696 1.2984 4.2064  -0.033

A molecular structure, C26H31N2O8W. Source: OMol25; level of theory: wB97M-V/def2-TZVPD.

Max |F| = 0.0654 hartree/bohr
E_tot = -1787.36490 Eh
Total charge = +1
2S+1 = 3
Orbital gap (alpha / beta) = 7.2 / 7.8 eV

Last column: Mulliken spin population.
Geometry (Å):
O1 -0.6486 6.1502 -0.9234  0.000
C1 -1.9996 6.6436 -1.2024  0.000
C2 -1.5675 8.0372 -1.6045  0.000
H1 -2.6296 6.6750 -0.3046  0.000
H2 -2.4828 6.1099 -2.0268  0.000
C3 -0.1675 7.5083 -1.2231  0.000
H3 -1.9387 8.8540 -0.9791  0.000
H4 -1.6817 8.2718 -2.6661  0.000
C4 0.3575 8.2907 -0.0380  0.000
H5 -0.3774 8.4002 0.7669  0.000
H6 0.5975 9.3036 -0.3782  0.000
H7 1.2799 7.8481 0.3365  0.000
C5 0.7895 7.5562 -2.3831  0.000
H8 0.3634 7.0697 -3.2655  0.000
H9 1.7270 7.0861 -2.0862  0.000
H10 0.9896 8.6011 -2.6332  0.000
W1 0.7265 -1.7107 0.1158  1.702
C6 1.5348 -2.9436 -1.6855  -0.022
C7 0.1578 -3.3391 -1.5663  0.001
C8 -0.6618 -2.1982 -1.8591  -0.023
H11 -0.1860 -4.3573 -1.4584  0.009
C9 0.1991 -1.1001 -2.2003  0.189
C10 1.5578 -1.5529 -2.0815  -0.122
H12 2.4465 -0.9807 -2.3483  0.003
H13 2.3853 -3.6082 -1.5862  -0.003
H14 -1.7416 -2.1913 -1.8872  0.015
H15 -0.1249 -0.1440 -2.5931  0.018
C11 2.3932 -2.5599 1.5364  0.052
C12 3.0387 -1.7149 0.5640  -0.074
C13 2.5594 -0.3670 0.7579  -0.067
H16 3.7979 -2.0315 -0.1383  -0.004
C14 1.6586 -0.3727 1.8836  0.217
C15 1.5657 -1.7188 2.3674  -0.103
H17 1.0370 -2.0458 3.2458  -0.001
H18 2.5786 -3.6118 1.7051  0.005
H19 2.8875 0.5118 0.2123  0.011
H20 1.1823 0.4875 2.3292  0.022
O2 -0.1713 1.0699 -0.0002  0.045
C16 0.4999 2.1906 -0.6059  0.008
C17 -0.5982 3.1087 -1.1341  0.003
H21 1.1722 1.8015 -1.3884  0.001
H22 1.1323 2.6438 0.1752  0.000
C18 -1.8350 2.7231 -0.3163  0.003
H23 -0.7641 2.8494 -2.1892  0.000
H24 -0.3152 4.1593 -1.0578  -0.001
C19 -1.6186 1.2352 -0.0609  -0.001
H25 -2.7940 2.9507 -0.7885  0.002
H26 -1.7805 3.2147 0.6653  0.000
H27 -2.0377 0.6018 -0.8637  0.003
H28 -1.9887 0.8478 0.8965  0.009
O3 -2.4886 -3.5264 0.3214  0.018
C20 -1.4455 -3.7047 0.9077  -0.002
O4 -0.5091 -2.7612 1.1330  0.091
C21 -1.0568 -5.0677 1.4406  0.001
C22 -0.0140 -5.2286 2.3658  -0.004
C23 0.4144 -6.5161 2.7369  -0.002
C24 -0.1926 -7.6652 2.2089  0.001
C25 -1.2422 -7.5024 1.2930  -0.001
C26 -1.6948 -6.2137 0.9271  0.002
N1 -1.8273 -8.6696 0.6762  0.000
O5 -1.3870 -9.7962 0.9927  0.000
O6 -2.7467 -8.5052 -0.1520  0.000
N2 1.5444 -6.6362 3.6262  0.000
O7 2.1011 -5.5773 4.0033  0.000
O8 1.9236 -7.7675 3.9814  0.000
H29 0.4734 -4.3566 2.7886  -0.005
H30 0.1630 -8.6535 2.4810  0.000
H31 -2.5199 -6.1050 0.2341  0.000

2 unconnected molecules or ions with the total composition C5H8ClN. Source: OMol25; level of theory: wB97M-V/def2-TZVPD.

Max |F| = 0.0806 hartree/bohr
E_tot = -710.18770 Eh
Total charge = 0
2S+1 = 1
SMILES = C=C(Cl)CC.C#N
Orbital gap = 10.2 eV

Last column: Löwdin charge in e.
Geometry (Å):
C1 0.4800 -0.3958 1.0990  -0.044
C2 -0.0690 0.0778 -0.0379  -0.637
Cl1 1.1085 0.9205 -1.1518  0.551
C3 -1.4279 -0.2213 -0.6132  -0.306
C4 -2.0635 0.9191 -1.3170  -0.156
H1 1.3445 -0.1633 1.7250  0.009
H2 -0.2243 -0.9676 1.7411  0.073
H3 -1.3982 -1.0541 -1.3638  0.134
H4 -1.9662 -0.5799 0.2042  0.085
H5 -1.4819 1.2585 -2.2152  0.068
H6 -2.3541 1.7506 -0.6646  0.079
H7 -3.0195 0.6369 -1.8731  0.093
C5 3.6330 -0.7051 1.4458  -0.107
N1 3.5494 0.0722 2.2581  0.066
H8 3.8894 -1.5485 0.7634  0.093

Q: Which value of total charge does entry 1 give?
A: -1

Q: total charge of number 2 (C26H31N2O8W)?
A: +1

Q: Look up the max |F| of the third one.
A: 0.0806 hartree/bohr

Please write out number 1 again, unchanged.
A molecular structure, C7H10Br3ClNO3. Source: OMol25; level of theory: wB97M-V/def2-TZVPD.

Max |F| = 0.0082 hartree/bohr
E_tot = -8735.45209 Eh
Total charge = -1
2S+1 = 1
Orbital gap = 4.5 eV

Last column: Löwdin charge in e.
Geometry (Å):
O1 1.7821 -1.8913 0.2587  0.014
C1 1.1721 -1.0804 -0.3985  -0.544
O2 1.2332 -1.1030 -1.7442  0.094
C2 0.3205 0.0146 0.1733  -0.116
C3 -0.2283 1.0700 -0.7783  -0.208
C4 -1.3733 0.5751 -1.6809  -0.365
N1 -2.6512 0.7589 -1.0353  -0.133
C5 -3.4827 -0.3734 -1.1048  -0.396
C6 -2.9833 -1.5215 -0.1932  -0.680
O3 -2.9141 -1.5965 0.9777  0.023
Cl1 -2.2262 -2.9804 -1.1649  0.397
H1 1.6691 -1.9350 -1.9746  0.122
H2 0.9243 0.4620 0.9660  0.078
H3 -0.5179 -0.4823 0.6736  0.121
H4 -0.6825 1.8468 -0.1590  0.096
H5 0.5834 1.5376 -1.3470  0.097
H6 -1.2940 1.1445 -2.6325  0.087
H7 -1.1741 -0.4686 -1.9635  0.063
H8 -3.6628 -0.8248 -2.1044  0.077
H9 -4.4616 -0.1334 -0.6677  0.095
C7 3.9261 1.3787 3.2841  -1.652
Br1 5.7908 1.5112 3.7706  0.534
Br2 3.3217 2.9757 2.3971  0.563
Br3 3.5592 -0.1830 2.2413  0.665
H10 3.3696 1.2984 4.2064  -0.033